(1)
Computed, not measured: a structure of composition C20H52N6O17P2S2V in a non-equilibrium geometry, with ωB97M-V/def2-TZVPD.

Cartesian coordinates (Å):
O: -0.3661 1.2489 -1.7214
V: -0.0470 2.5333 -2.4823
O: 1.1722 5.2581 -5.6237
C: 1.2630 5.0812 -4.2327
O: 0.4058 4.2458 -3.7755
O: 2.0696 5.7563 -3.6380
H: 0.5522 4.5536 -5.8550
O: 3.8979 1.3077 -3.3032
C: 3.2920 2.2401 -2.4614
O: 2.0488 2.0630 -2.2962
O: 3.9771 3.1811 -2.0833
H: 4.8323 1.5139 -3.1883
O: -4.1430 2.6981 -1.8634
C: -3.2142 3.3418 -2.6674
O: -3.6860 4.2847 -3.3312
O: -2.0525 2.8992 -2.7576
H: -4.7885 3.3981 -2.0892
O: -0.5924 5.1123 0.9731
C: 0.3588 4.9155 -0.0557
O: 0.0734 3.8743 -0.7530
O: 1.2661 5.6908 -0.1733
H: -1.1781 4.3849 0.7093
O: 1.7543 -1.1938 2.4714
P: 1.5417 -0.0502 3.3791
N: 1.5275 1.4564 2.7022
C: 1.9684 1.5435 1.3057
C: 0.5477 2.4614 3.0481
N: 2.7852 0.0326 4.4969
C: 3.0977 -1.2046 5.1825
C: 3.2583 1.2526 5.1223
N: 0.1491 -0.1629 4.2886
C: 0.0172 0.2320 5.6680
C: -1.0583 -0.4585 3.5382
H: 2.9225 1.0154 1.2494
H: 2.1269 2.5710 0.9791
H: 1.3101 1.0832 0.5620
H: 0.8179 3.4690 2.7241
H: 0.2582 2.4209 4.0956
H: -0.3780 2.3211 2.4684
H: 3.5262 -1.1218 6.1851
H: 2.3056 -1.9535 5.1606
H: 3.9359 -1.6940 4.6523
H: 2.6614 1.5297 6.0018
H: 4.2974 1.0807 5.4070
H: 3.1874 2.0841 4.4256
H: -1.0205 0.5642 5.7888
H: 0.2041 -0.5602 6.4002
H: 0.6329 1.1049 5.8867
H: -0.9352 -0.5161 2.4616
H: -1.7967 0.3258 3.7486
H: -1.5693 -1.3540 3.9121
O: -0.1497 -5.6280 -1.7500
P: -0.3339 -4.3884 -0.9716
N: -1.8061 -3.6516 -1.2358
C: -3.0597 -4.2759 -0.8270
C: -1.9523 -2.5663 -2.2011
N: 0.7740 -3.2173 -1.2188
C: 0.6373 -1.8074 -0.9246
C: 2.0772 -3.6108 -1.7238
N: -0.4008 -4.7095 0.6598
C: -0.6916 -6.0337 1.1659
C: -0.2486 -3.6968 1.6906
H: -3.0153 -4.4538 0.2506
H: -3.1535 -5.2604 -1.3055
H: -3.8865 -3.6448 -1.1302
H: -1.0960 -2.4821 -2.8708
H: -2.1446 -1.5873 -1.7523
H: -2.7922 -2.7807 -2.8746
H: 0.5953 -1.2037 -1.8358
H: -0.3422 -1.6588 -0.4680
H: 1.4033 -1.4074 -0.2590
H: 2.8337 -3.1586 -1.0630
H: 2.2497 -4.6782 -1.6605
H: 2.2783 -3.0995 -2.6704
H: -1.1340 -6.6202 0.3549
H: 0.1934 -6.5804 1.5003
H: -1.4902 -5.9731 1.9119
H: -0.0530 -4.1524 2.6565
H: -1.1992 -3.1337 1.7628
H: 0.4555 -2.8927 1.4799
C: -2.6798 1.8465 1.0479
S: -3.6237 0.2803 0.9271
O: -3.7921 -0.0954 2.3712
C: -5.2430 0.9314 0.4676
H: -2.2970 1.7655 2.0656
H: -3.2954 2.7450 1.0876
H: -1.8433 1.9667 0.3525
H: -5.9793 0.2303 0.8659
H: -5.3189 0.9755 -0.6128
H: -5.4456 1.8938 0.9310
C: 0.6179 -1.1848 -5.1343
S: 0.2479 0.5340 -5.5656
O: 0.1989 1.2749 -4.3066
C: 1.8983 0.9215 -6.1699
H: -0.3057 -1.7636 -5.0828
H: 1.0167 -1.2236 -4.1164
H: 1.3405 -1.6760 -5.7829
H: 2.5759 0.6652 -5.3487
H: 1.9632 2.0060 -6.2548
H: 2.1994 0.3985 -7.0746

Computed properties:
E_tot: -131275.335 eV
strongest force on any atom: 3.3 eV/Å
net charge: -2
spin multiplicity: 2

(2)
Computed, not measured: a structure of composition C26H23Br2N4O4Y in a non-equilibrium geometry, with ωB97M-V/def2-TZVPD.

Cartesian coordinates (Å):
Y: -0.5716 -0.2403 -0.8561
O: 2.6637 -1.1933 5.6341
N: 3.3600 -0.5611 4.8563
O: 4.3428 0.0845 5.1450
C: 2.9025 -0.5092 3.4436
C: 3.8524 -0.4838 2.5090
C: 3.4908 -0.4812 1.1220
C: 4.4669 -0.4797 0.1090
C: 4.0816 -0.4578 -1.2040
C: 2.7200 -0.4309 -1.4849
N: 1.7743 -0.4391 -0.5585
C: 2.1486 -0.4715 0.7500
C: 1.1292 -0.4832 1.7849
N: -0.1848 -0.4554 1.4072
C: -1.1325 -0.4743 2.3335
C: -0.8440 -0.5197 3.6904
C: 0.4630 -0.5321 4.0909
C: 1.4980 -0.5139 3.1287
H: 4.8955 -0.4674 2.8007
H: 5.5176 -0.4964 0.3810
H: 4.8022 -0.4564 -2.0109
H: 2.3901 -0.3989 -2.5177
H: -2.1557 -0.4510 1.9849
H: -1.6488 -0.5399 4.4103
H: 0.7081 -0.5666 5.1405
C: 1.6498 2.8048 -1.0975
C: 0.1847 3.1380 -1.0449
C: -0.2099 4.4796 -1.0337
C: -1.5340 4.8050 -1.0080
C: -2.5139 3.7939 -0.9756
C: -3.9061 4.0419 -0.9315
Br: -4.5600 5.8009 -0.9692
C: -4.7846 3.0141 -0.8593
C: -4.3136 1.6851 -0.8341
Br: -5.5570 0.2869 -0.7082
C: -2.9844 1.3926 -0.8941
O: -2.4962 0.1203 -0.8660
C: -2.0602 2.4621 -0.9688
N: -0.7022 2.1423 -1.0180
H: 2.2490 3.7090 -1.1808
H: 1.8758 2.1795 -1.9613
H: 1.9638 2.2814 -0.1916
H: 0.5491 5.2528 -1.0545
H: -1.8436 5.8432 -1.0103
H: -5.8479 3.2045 -0.8167
C: 1.0562 -3.7298 -2.4427
C: -0.3126 -3.1360 -2.6456
O: -0.7839 -2.4776 -1.4287
C: -1.7772 -3.2677 -0.6852
C: -3.1529 -3.1771 -1.2936
H: 1.4062 -4.1642 -3.3819
H: 1.0316 -4.5212 -1.6903
H: 1.7796 -2.9766 -2.1249
H: -1.0332 -3.9054 -2.9029
H: -0.3326 -2.3975 -3.4436
H: -1.7678 -2.8760 0.3301
H: -1.4137 -4.2911 -0.6522
H: -3.4971 -2.1460 -1.3412
H: -3.8501 -3.7426 -0.6695
H: -3.1811 -3.6107 -2.2934

Computed properties:
E_tot: -182601.639 eV
strongest force on any atom: 2.4 eV/Å
net charge: +2
spin multiplicity: 1

(3)
Computed, not measured: a cluster of 3 separate species, C6H15Cl4FSi in total in a non-equilibrium geometry, with ωB97M-V/def2-TZVPD.

Cartesian coordinates (Å):
C: -5.1116 -1.4448 -1.1837
C: -3.6733 -1.5961 -2.0223
F: -3.9180 -2.6083 -3.0928
Si: -2.4126 -2.3152 -0.7075
H: -4.9151 -1.2171 -0.0376
H: -5.6256 -2.5155 -1.2824
H: -5.7075 -0.5995 -1.7383
H: -3.3136 -0.5702 -2.4784
H: -2.6575 -3.7780 -0.7123
H: -2.5565 -1.7196 0.6140
H: -1.0791 -2.0502 -1.2302
Cl: -0.8624 0.4448 1.5093
C: 0.4417 -0.3361 2.4383
C: 1.7672 -0.3149 1.6946
Cl: 1.7525 -1.3752 0.2632
H: 0.1270 -1.3578 2.6728
H: 0.5344 0.2157 3.3783
H: 2.5666 -0.6776 2.3482
H: 2.0294 0.6954 1.3653
Cl: 2.9197 2.6700 1.5258
C: 3.8332 2.2188 0.0644
C: 4.5104 3.4170 -0.5810
Cl: 3.3362 4.5435 -1.3061
H: 3.1446 1.7237 -0.6273
H: 4.5867 1.4893 0.3752
H: 5.1678 3.0823 -1.3894
H: 5.1153 3.9757 0.1400

Computed properties:
E_tot: -67148.499 eV
strongest force on any atom: 2.7 eV/Å
spin multiplicity: 1

(4)
Computed, not measured: a structure of composition C39H39N2O7P2Tc, with ωB97M-V/def2-TZVPD.

Cartesian coordinates (Å):
Tc: -0.1365 -0.3253 0.2776
O: -1.2710 1.7738 -1.8140
C: -2.6631 1.5112 -1.7610
C: -2.8505 0.0248 -1.5866
N: -2.2892 -0.5375 -0.3234
C: -2.9837 0.0953 0.8325
C: -2.2246 1.3305 1.3155
O: -2.7609 2.2920 1.7879
O: -0.8946 1.2254 1.1952
C: -2.4243 -2.0188 -0.3941
C: -1.1783 -2.6401 -1.0271
O: -1.2068 -3.6399 -1.6845
O: -0.0457 -1.9603 -0.7850
H: -1.1005 2.7068 -1.6379
H: -3.1492 1.7979 -2.6982
H: -3.1418 2.0711 -0.9538
H: -2.4169 -0.5091 -2.4282
H: -3.9222 -0.1968 -1.5879
H: -3.0127 -0.6149 1.6596
H: -4.0056 0.3738 0.5754
H: -3.3028 -2.3099 -0.9694
H: -2.5256 -2.4171 0.6154
C: 3.1341 0.2010 -1.1314
N: 3.8071 0.8599 -0.0490
C: 3.1830 0.9065 1.2494
P: 1.9672 -0.4322 1.5900
C: 2.8428 -1.9959 1.3791
C: 4.2331 -2.0128 1.5228
C: 4.9326 -3.1980 1.3627
C: 4.2524 -4.3703 1.0638
C: 2.8717 -4.3602 0.9320
C: 2.1643 -3.1791 1.0891
C: 1.6511 -0.1731 3.3465
C: 2.1463 -1.0807 4.2797
C: 1.9362 -0.8584 5.6330
C: 1.2391 0.2642 6.0539
C: 0.7461 1.1685 5.1224
C: 0.9482 0.9540 3.7688
C: 5.2135 0.9833 -0.1092
C: 5.9825 0.1948 -0.9663
C: 7.3615 0.3484 -1.0027
C: 7.9945 1.2675 -0.1822
C: 7.2316 2.0466 0.6760
C: 5.8531 1.9165 0.7099
P: 1.3891 0.7382 -1.4442
C: 1.4434 2.5582 -1.4083
C: 1.9110 3.2971 -2.4950
C: 1.9902 4.6794 -2.4208
C: 1.5963 5.3416 -1.2672
C: 1.1061 4.6165 -0.1915
C: 1.0267 3.2331 -0.2616
C: 1.2237 0.1576 -3.1641
C: 2.1868 0.5019 -4.1205
C: 2.0787 0.0513 -5.4255
C: 1.0217 -0.7680 -5.7955
C: 0.0732 -1.1308 -4.8535
C: 0.1759 -0.6653 -3.5531
H: 3.0995 -0.8981 -1.0592
H: 3.6786 0.4302 -2.0423
H: 2.6351 1.8383 1.4409
H: 3.9416 0.8468 2.0318
H: 4.7850 -1.1121 1.7575
H: 6.0091 -3.2014 1.4714
H: 4.7999 -5.2949 0.9355
H: 2.3397 -5.2731 0.6997
H: 1.0919 -3.1766 0.9748
H: 2.6874 -1.9615 3.9580
H: 2.3176 -1.5660 6.3572
H: 1.0748 0.4337 7.1098
H: 0.1930 2.0394 5.4485
H: 0.5273 1.6454 3.0496
H: 5.5206 -0.5618 -1.5869
H: 7.9436 -0.2721 -1.6722
H: 9.0699 1.3779 -0.2110
H: 7.7099 2.7779 1.3147
H: 5.2691 2.5636 1.3523
H: 2.1971 2.8092 -3.4153
H: 2.3552 5.2389 -3.2718
H: 1.6558 6.4205 -1.2135
H: 0.7702 5.1241 0.7033
H: 0.5917 2.6932 0.5697
H: 3.0301 1.1316 -3.8706
H: 2.8276 0.3373 -6.1518
H: 0.9456 -1.1292 -6.8124
H: -0.7428 -1.7877 -5.1240
H: -0.5503 -0.9731 -2.8233
O: -2.4191 -2.2912 2.7372
C: -1.2193 -2.1344 2.7832
O: -0.4859 -1.4829 1.9165
H: -0.6107 -2.5526 3.6019

Computed properties:
E_tot: -79161.182 eV
strongest force on any atom: 0.4 eV/Å
net charge: +1
spin multiplicity: 4

(5)
Computed, not measured: an isolated molecule of C19H21N3O5S in a non-equilibrium geometry, with ωB97M-V/def2-TZVPD.

Cartesian coordinates (Å):
O: 3.4588 -0.8186 -0.1951
C: 3.0689 -1.8513 -0.6864
N: 1.7553 -1.9981 -1.1048
N: 0.7897 -1.2133 -0.4803
C: 0.6289 -1.3890 0.8580
O: 1.1115 -2.3533 1.4243
C: -0.2051 -0.3336 1.5517
C: 0.5468 1.0060 1.5109
C: -0.3200 2.1158 2.0994
N: -1.5905 2.2066 1.4049
S: -1.4584 2.8500 -0.1486
O: -1.1214 1.8511 -1.1345
O: -0.6043 3.9936 -0.0529
C: -3.1447 3.3833 -0.4128
C: -3.9084 2.8245 -1.4185
C: -5.2127 3.2585 -1.5958
C: -5.7308 4.2412 -0.7673
C: -4.9523 4.7966 0.2375
C: -3.6488 4.3658 0.4175
H: -3.0104 4.7779 1.1820
H: -5.3611 5.5645 0.8763
H: -6.7466 4.5794 -0.9073
H: -5.8214 2.8323 -2.3786
H: -3.4687 2.0660 -2.0471
C: -2.3540 0.9794 1.4740
C: -1.5934 -0.2216 0.9076
H: -2.1616 -1.1348 1.0926
H: -1.4973 -0.0828 -0.1682
H: -2.6074 0.8118 2.5259
H: -3.2795 1.1383 0.9155
H: -0.5280 1.9365 3.1586
H: 0.1697 3.0832 1.9862
H: 0.7834 1.2808 0.4820
H: 1.4832 0.9203 2.0636
H: -0.3158 -0.6439 2.5968
H: 0.5552 -0.3346 -0.9273
H: 1.4377 -2.9181 -1.3893
C: 3.8991 -3.0509 -0.9523
C: 5.1136 -2.9057 -1.6159
C: 5.9000 -4.0040 -1.8967
C: 5.4795 -5.2640 -1.4956
C: 4.2987 -5.4186 -0.8000
C: 3.4942 -4.3175 -0.5049
O: 2.3630 -4.5473 0.1969
H: 1.9999 -3.7454 0.6348
H: 3.9711 -6.3887 -0.4606
H: 6.0853 -6.1307 -1.7143
H: 6.8339 -3.8828 -2.4231
H: 5.4152 -1.9144 -1.9186

Computed properties:
E_tot: -45587.154 eV
strongest force on any atom: 1.1 eV/Å
spin multiplicity: 1

(6)
Computed, not measured: a cluster of 9 separate species, C38H74Br2ClF7N5O11PS8 in total in a non-equilibrium geometry, with ωB97M-V/def2-TZVPD.

Cartesian coordinates (Å):
N: 5.0073 1.6121 2.2681
C: 5.3180 2.9209 1.9174
N: 6.7645 3.2500 1.5367
N: 4.2515 4.0105 1.8884
C: 3.3178 3.8627 0.7019
C: 2.7718 5.3085 0.1132
C: 1.1244 5.3629 0.0220
C: 0.5723 5.4512 -1.5530
C: 1.3367 4.2934 -2.4640
C: 2.5277 4.8114 -3.4639
C: 3.0123 6.3934 -3.6418
C: 1.8491 7.0811 -4.6273
C: 1.9824 8.7103 -4.7511
Cl: 3.6211 9.1971 -5.5044
C: 3.3209 3.7112 -4.3840
C: 3.0096 2.0684 -4.3369
N: 3.8412 1.2231 -5.2618
C: 3.4382 -0.2060 -5.0273
C: 4.2369 -1.3461 -5.9553
C: 5.6530 -1.7711 -5.2463
C: 6.7060 -0.5033 -5.0308
F: 6.3353 0.3202 -3.8194
Br: 7.0156 0.5872 -6.6806
C: 8.1570 -1.2216 -4.6116
F: 8.0299 -1.9948 -3.3205
F: 8.6885 -2.0896 -5.6975
Br: 9.4280 0.2906 -4.2560
C: 2.3271 -0.7847 -3.9889
C: 2.0115 -2.4151 -3.8419
F: 1.2101 -2.8199 -5.0407
F: 3.2247 -3.2350 -3.6190
C: 1.0612 -2.6395 -2.4840
F: -0.3895 -2.5268 -2.7607
F: 1.3282 -4.0679 -2.0709
N: 1.5092 0.1358 -3.1321
C: 1.8499 1.5883 -3.3004
C: 0.9726 2.6631 -2.3660
P: -0.4198 2.1164 -1.1428
O: -1.7123 3.0784 -1.2079
O: 0.1710 1.9743 0.5268
O: -1.0637 0.5055 -1.5165
H: 3.9770 1.5256 2.4840
H: 6.8126 4.0774 0.8954
H: 7.2230 2.4135 1.0654
H: 3.6291 3.8225 2.7308
H: 2.3689 3.2823 1.0771
H: 3.7761 3.2057 -0.1832
H: 3.3205 5.5858 -0.8852
H: 3.1022 6.1327 0.9105
H: 0.5752 4.5483 0.6567
H: 0.8147 6.4112 0.5007
H: -0.6048 5.3990 -1.6230
H: 0.8499 6.5604 -1.8962
H: 3.0091 6.9478 -2.5860
H: 4.0913 6.4891 -4.1248
H: 1.9858 6.5225 -5.6734
H: 0.8167 6.7118 -4.1643
H: 1.7220 9.2808 -3.7576
H: 1.1556 9.0520 -5.5406
H: 4.1901 4.0949 -5.1066
H: 3.5141 -2.2415 -6.1894
H: 4.4416 -0.8021 -6.9948
H: 6.1378 -2.6400 -5.8997
H: 5.5241 -2.2476 -4.1609
H: 1.4331 -1.9880 -1.5658
H: 0.0951 1.0149 0.8052
H: -1.7535 0.5654 -2.2418
C: -6.0909 1.5410 -3.6110
S: -5.0505 1.3516 -2.1434
O: -3.6211 1.4499 -2.5884
C: -5.4173 -0.4001 -1.8781
H: -5.9893 2.5644 -3.9800
H: -5.7716 0.8432 -4.3888
H: -7.1344 1.3556 -3.3456
H: -5.1392 -0.9788 -2.7622
H: -6.4824 -0.5228 -1.6685
H: -4.8382 -0.7497 -1.0200
C: 11.6296 -5.4763 -6.8226
S: 11.2334 -3.8546 -7.5192
O: 12.0441 -3.6913 -8.7710
C: 12.0411 -2.8895 -6.2194
H: 11.2494 -6.2472 -7.4970
H: 12.7121 -5.5862 -6.7222
H: 11.1493 -5.5822 -5.8471
H: 13.0983 -3.1580 -6.1560
H: 11.5475 -3.0789 -5.2634
H: 11.9514 -1.8293 -6.4679
C: -4.0733 3.6858 1.4462
S: -5.6456 2.8043 1.5977
O: -6.5722 3.3523 0.5528
C: -6.1199 3.5372 3.1823
H: -3.6090 3.4088 0.4968
H: -4.2459 4.7646 1.4628
H: -3.4127 3.3986 2.2677
H: -6.1671 4.6251 3.0924
H: -5.3934 3.2547 3.9477
H: -7.1046 3.1543 3.4609
C: -5.0077 1.5975 7.8913
S: -5.6224 2.4526 6.4205
O: -4.5733 3.4401 6.0017
C: -6.9269 3.3741 7.2704
H: -4.1521 0.9819 7.6040
H: -4.6929 2.3252 8.6432
H: -5.7938 0.9556 8.2960
H: -6.4944 3.9928 8.0603
H: -7.6510 2.6748 7.6950
H: -7.4292 4.0157 6.5425
C: 0.2637 -0.4097 8.1946
S: -1.3991 -0.1770 7.5214
O: -2.1802 0.6284 8.5175
C: -1.9149 -1.9025 7.6944
H: 0.7682 0.5591 8.2185
H: 0.2040 -0.8110 9.2092
H: 0.8254 -1.0927 7.5531
H: -1.8410 -2.2122 8.7396
H: -1.2829 -2.5373 7.0690
H: -2.9527 -1.9893 7.3640
C: -4.3948 -5.3499 7.6805
S: -4.4079 -5.0368 5.8989
O: -3.7254 -3.7209 5.6674
C: -6.1902 -4.7541 5.7709
H: -3.3627 -5.5179 7.9969
H: -4.8008 -4.4877 8.2150
H: -4.9883 -6.2407 7.8993
H: -6.4860 -3.9284 6.4225
H: -6.7257 -5.6641 6.0513
H: -6.4278 -4.5003 4.7351
C: -3.6363 -9.4353 8.8069
S: -5.2991 -9.2027 8.1337
O: -6.0802 -8.3972 9.1297
C: -5.8149 -10.9281 8.3067
H: -3.1318 -8.4666 8.8308
H: -3.6960 -9.8367 9.8214
H: -3.0746 -10.1184 8.1653
H: -5.7410 -11.2379 9.3519
H: -5.1829 -11.5629 7.6813
H: -6.8527 -11.0149 7.9762
C: -3.6363 -2.0295 -6.3420
S: -5.2991 -1.7968 -7.0152
O: -6.0802 -0.9914 -6.0192
C: -5.8149 -3.5223 -6.8422
H: -3.1318 -1.0607 -6.3181
H: -3.6960 -2.4308 -5.3275
H: -3.0746 -2.7125 -6.9836
H: -5.7410 -3.8321 -5.7970
H: -5.1829 -4.1571 -7.4676
H: -6.8527 -3.6091 -7.1727

Computed properties:
E_tot: -338155.408 eV
strongest force on any atom: 8.1 eV/Å
spin multiplicity: 1